1.
Density functional theory data (ωB97M-V with the def2-TZVPD basis set) for C8H23N5O8PZn as an isolated structure at a distorted geometry.

Last column: Mulliken charge in e.
Geometry (Å):
Zn -0.64425 0.22405 -0.05412  1.226
P -2.43342 0.46138 -1.89519  0.683
O -1.95021 -0.73092 -1.03500  -0.659
O -2.01188 0.59670 1.47001  -0.448
O -1.55051 1.58754 -1.34544  -0.638
O 2.84831 -0.47035 -3.02526  -0.342
O 0.01221 -1.37055 1.28422  -0.023
O -3.92846 0.14149 -1.52070  -0.871
O 0.41314 1.69009 0.92336  -0.401
O -2.28402 -0.06713 -3.31624  -0.849
N 1.18622 -0.44516 -0.94896  0.137
N -4.21625 0.60556 0.88469  -0.357
N -3.58498 1.26180 2.96898  -0.458
N -0.58570 3.21985 2.24432  -0.387
N 1.67607 3.12237 2.17926  -0.481
C 2.08114 -1.67992 -2.92034  -0.781
C 1.35725 -1.83509 1.22749  -0.859
C 3.82493 -0.56303 -4.05668  -0.824
C 0.83544 -1.38642 -2.05965  -0.587
C 0.51058 2.64421 1.67782  0.509
C 2.06264 -1.08051 0.09852  -0.599
C -3.20573 0.77959 1.74643  0.414
C -0.85059 -1.99087 2.21712  -0.991
H -1.38477 2.60025 2.27434  0.131
H 1.96563 0.03636 -1.39477  0.338
H -1.89707 -1.73055 2.12275  0.220
H 4.25642 -1.56808 -4.02532  0.327
H -2.94422 1.46861 3.71167  0.213
H -0.55254 -1.69043 3.23151  0.321
H -4.56486 1.42399 3.09999  0.132
H 2.64732 -0.33034 0.63047  0.428
H 0.12103 -0.86496 -2.70434  0.214
H -0.69214 -3.07314 2.25717  0.367
H -0.42337 4.01282 2.83077  0.160
H 1.25228 -2.91661 1.10026  0.470
H 1.81494 4.00297 2.63538  0.164
H -3.89674 0.32615 -0.09691  0.417
H 2.47884 2.80117 1.65303  0.241
H 2.74939 -1.82735 -0.31132  0.235
H 3.33803 -0.50044 -5.03394  0.304
H 1.83042 -1.60703 2.18800  0.305
H -5.05115 1.13857 1.03150  0.179
H 2.69340 -2.44008 -2.42402  0.314
H 0.32061 -2.24613 -1.63441  0.313
H 4.57592 0.21346 -3.94574  0.246
H 1.80068 -1.94386 -3.94069  0.548

- total charge = -1
- HOMO level (eV) = -1.966
- electronic energy (eV) = -90209.8002
- 2S+1 = 1

=====

2.
Density functional theory data (ωB97M-V with the def2-TZVPD basis set) for a 6-piece molecular cluster, C30H56FN7O6 overall at a distorted geometry.

Last column: Mulliken charge in e.
Geometry (Å):
F 2.36285 -6.23789 0.13428  -0.361
O -2.14288 2.71492 -4.36520  -0.682
O 3.39790 1.70634 4.95041  -0.645
O 5.96546 -6.01461 -0.94349  -0.635
O -0.60077 -2.51035 4.46799  -0.654
O -3.80213 -3.42531 -2.28486  -0.644
O -1.58135 8.03665 -2.34128  -0.639
N -0.43047 -1.49230 -2.17959  -0.196
N 4.67708 -4.34580 0.54631  -0.315
N -0.27088 -4.42184 5.59977  -0.140
N -1.14155 4.71206 -4.13641  -0.134
N -3.77993 8.21821 -1.92078  -0.149
N 2.23319 3.48171 5.68190  -0.164
N -3.87656 -1.56516 -3.54099  -0.054
C -5.56343 -3.31744 -3.90491  -1.301
C -1.47472 3.47557 -3.66672  0.785
C -1.85268 -4.40945 3.71663  -1.336
C 3.63192 -3.22014 0.38983  -0.100
C 3.39390 -3.32020 -1.25980  -0.154
C 1.07100 -5.89907 -2.00059  -0.850
C 2.86358 -0.61205 2.09730  -0.144
C 3.62728 -4.87102 -1.73155  0.097
C 0.06177 -0.53213 -3.22512  -0.091
C 4.91152 -5.20634 -0.71339  0.189
C 2.74919 -1.33519 -3.13678  -0.387
C 2.32436 -3.23009 1.37687  -0.578
C -4.35674 -2.78978 -3.18009  0.856
C -1.00223 3.09063 -2.29249  -1.212
C -0.87092 -3.70205 4.60864  0.785
C 1.40148 1.22205 6.18253  -1.290
C -4.98595 8.84804 -1.43881  -0.848
C 1.58583 -0.36003 -3.80154  -0.607
C 1.15686 4.17157 6.35203  -0.816
C 2.23534 -2.39590 -1.95030  0.584
C 2.41896 2.13605 5.55863  0.758
C -4.38570 -0.67652 -4.55813  -0.860
C 3.16195 0.27976 0.71682  -0.627
C 0.64053 -2.36257 -1.58302  -0.405
C -2.28646 10.06207 -1.27410  -1.369
C 2.55827 -6.04128 -1.32056  0.039
C -2.50650 8.70554 -1.88348  0.793
C -0.45589 -5.81702 5.92025  -0.865
C 1.73413 -1.75537 1.77581  0.106
C -0.37139 5.73620 -3.47200  -0.733
H -5.82828 -4.30160 -3.50819  0.282
H -1.17234 -6.30511 5.25835  0.333
H 0.58311 -6.98740 -1.95162  0.339
H 0.41910 1.39580 5.73559  0.358
H 3.88668 -1.31353 -3.41316  0.267
H -5.67428 8.95110 -2.28057  0.285
H -1.34455 2.07898 -2.05697  0.234
H 2.95773 4.03242 5.23701  0.242
H -2.59858 10.05628 -0.22646  0.376
H -3.58986 -0.50262 -5.28569  0.271
H -0.80995 -5.88399 6.95131  0.286
H 1.16571 -5.56946 -3.11921  0.252
H 0.51260 -6.31520 5.83752  0.280
H 1.59077 4.79712 7.13522  0.282
H 4.06854 -5.08887 -2.81754  0.307
H 3.31173 1.43144 0.94712  0.316
H -6.41262 -2.64542 -3.75568  0.359
H 0.28966 -3.11134 -0.72111  0.178
H -0.99479 6.62922 -3.38935  0.319
H -5.34294 -3.42296 -4.97040  0.347
H -1.22325 10.31488 -1.31604  0.289
H 0.50039 5.95990 -4.09083  0.276
H 3.83900 -1.14640 2.48758  0.255
H 2.29471 0.14756 -0.08740  0.056
H -2.68801 -4.79167 4.30920  0.413
H 0.65324 4.80648 5.61978  0.276
H 0.43407 3.48530 6.79503  0.317
H 0.09026 3.10240 -2.25590  0.362
H -2.84317 10.81813 -1.83396  0.358
H -1.49435 4.89965 -5.06728  0.233
H 0.98788 -1.30841 0.99360  0.106
H 2.42966 0.14787 2.89156  -0.055
H 4.35611 -2.27329 0.42846  0.383
H -0.75562 0.19747 -3.70073  0.261
H 2.65815 -3.75598 2.38724  0.319
H -4.79752 9.82967 -1.00230  0.332
H 1.11501 -1.90601 2.78525  -0.066
H -1.35531 -5.22620 3.18696  0.358
H -1.41636 3.77676 -1.54903  0.395
H -3.84965 7.30091 -2.34488  0.212
H 0.37663 -3.87901 6.15856  0.235
H 3.01125 -7.06413 -1.73881  0.373
H 0.40963 -5.19796 -1.33792  0.135
H -3.06366 -1.27687 -3.00972  0.096
H 4.40049 -2.80508 -1.64370  0.258
H 1.36379 1.38644 7.26261  0.448
H 4.16390 -0.06381 0.17272  0.153
H 1.68373 0.18106 6.00152  0.256
H 5.53159 -3.91813 0.96715  0.327
H 1.89695 0.43041 -4.61834  0.294
H -5.26006 -1.08365 -5.06742  0.365
H 1.47992 -3.93062 0.90808  -0.051
H -2.24727 -3.70775 2.97636  0.289
H -0.04175 5.43079 -2.47817  0.258
H -5.43162 8.19499 -0.68525  0.285
H -4.65147 0.26895 -4.08017  0.277

- HOMO level (eV) = -8.521
- electronic energy (eV) = -57441.4001
- 2S+1 = 1